Entry 1:
H26O13 | wB97M-V/def2-TZVPD

```
! RIJCOSX wB97M-V def2-TZVPD def2/J DEFGRID3
* xyz 1 2
O 0.8504 -2.1323 -1.6803
H 0.6912 -2.0831 -2.5662
H 1.6108 -2.4248 -1.4978
O 1.3850 1.2297 0.1693
H 1.6562 0.3437 -0.4035
H 1.5571 1.8876 -0.5994
O -1.5819 -1.1972 -0.4751
H -0.8511 -1.6427 -1.0190
H -1.8439 -0.6928 -1.1878
O -1.0161 1.3564 3.2173
H -0.7553 1.4302 4.0932
H -0.8079 2.1235 2.7078
O -3.1903 -3.0386 -0.0513
H -3.1028 -2.4863 0.7402
H -3.4200 -2.3903 -0.6855
O -1.5486 2.5296 0.2214
H -1.1254 3.1353 -0.2904
H -1.8366 1.7982 -0.2886
O -3.6485 0.7454 -0.8917
H -4.3976 0.1858 -1.2300
H -3.8636 1.0663 -0.0235
O 3.4826 -0.1967 -2.1845
H 3.9791 -1.0591 -2.2423
H 2.9345 -0.2675 -1.4250
O 3.6271 2.6087 0.3010
H 3.0317 2.0489 0.7763
H 3.7304 2.2038 -0.4939
O 1.0200 -2.2683 2.5536
H 0.8863 -1.3079 2.5311
H 0.7232 -2.5828 1.7506
O 0.2538 2.4045 -2.4354
H 1.1779 2.3006 -2.7903
H 0.0334 3.2773 -2.2411
O 3.0588 -2.5289 -0.1650
H 2.3123 -2.5125 0.4987
H 3.7162 -2.4184 0.6208
O -3.2921 0.2615 2.2155
H -2.5473 0.6305 1.5767
H -2.8892 -0.3374 2.8943
*
```

Summary:
⟨S²⟩ ... 0.758
Highest occupied orbital energy (alpha / beta) ... -0.4940 / -0.4937 Eh
Kohn-Sham gap (alpha / beta) ... 9.6 / 3.0 eV

***

Entry 2:
C16H47B2NO9V | wB97M-V/def2-TZVPD

```
! RIJCOSX wB97M-V def2-TZVPD def2/J DEFGRID3
* xyz -2 2
O 4.5353 -12.9739 4.3206
V 4.6464 -14.5101 4.7292
C 4.7238 -14.8816 7.2900
O 5.2562 -13.8466 6.7011
O 4.0624 -15.6164 6.4192
O 4.7169 -15.0749 8.5029
B 2.7259 -15.0466 3.5026
H 3.5377 -14.4591 2.8863
H 3.2275 -16.0792 3.7908
H 2.4237 -14.4452 4.4759
H 1.7867 -15.1315 2.7552
B 6.7181 -15.1165 3.9803
H 7.1107 -14.4142 4.8762
H 6.0219 -14.5084 3.2414
H 7.6067 -15.6716 3.3877
H 6.0802 -16.0024 4.4564
C 6.3753 -17.6279 1.6909
O 5.5867 -18.7932 1.6141
C 6.3293 -19.9935 1.6450
C 6.6524 -20.4191 3.0529
N 5.5557 -20.4974 3.9602
C 4.3068 -21.0358 3.4708
C 3.2692 -20.9561 4.5759
O 3.1365 -19.7068 5.1815
C 2.6436 -18.7005 4.3068
H 5.7666 -16.7636 1.9432
H 6.7186 -17.3643 0.6683
H 7.2441 -17.7243 2.3357
H 7.2209 -19.8803 1.0118
H 5.6988 -20.7498 1.1639
H 7.4256 -19.7634 3.4737
H 7.2557 -21.3494 3.0162
H 5.4408 -19.6723 4.5291
H 4.4341 -22.0999 3.2383
H 3.9679 -20.4832 2.5853
H 3.4011 -21.7116 5.3543
H 2.2971 -21.2666 4.1274
H 1.6462 -18.9679 3.9413
H 3.3209 -18.5111 3.4680
H 2.6125 -17.7650 4.8630
C 2.5871 -19.0134 0.0498
C 2.6554 -17.5880 0.5410
C 2.2266 -16.5654 -0.5195
O 1.7420 -17.5085 1.6466
H 1.6910 -19.4754 0.4763
H 3.4105 -19.6601 0.3531
H 2.4378 -19.0868 -1.0319
H 3.6392 -17.3039 0.9166
H 1.5290 -16.9583 -1.2638
H 3.1238 -16.2531 -1.0689
H 1.7897 -15.6750 -0.0703
H 1.9792 -16.7289 2.1801
C -2.5684 -14.8382 3.1818
C -1.0982 -14.7737 2.7728
C -0.8007 -13.7684 1.6796
O -0.3094 -14.5392 3.9377
H -3.0569 -15.6897 2.7021
H -3.1018 -13.9210 2.9237
H -2.6696 -15.0320 4.2494
H -0.8190 -15.7836 2.4396
H 0.2080 -13.9103 1.2913
H -0.9019 -12.7613 2.0834
H -1.4808 -13.9392 0.8385
H 0.6266 -14.6655 3.6920
C -0.8420 -9.6975 5.0681
C -0.7357 -11.1265 5.5771
C -1.8869 -11.9679 5.0567
O 0.5281 -11.5714 5.0501
H -1.1469 -9.7282 4.0162
H 0.1594 -9.2654 5.0153
H -1.4935 -9.0376 5.6409
H -0.5970 -11.1511 6.6624
H -2.8348 -11.4673 5.2804
H -1.8858 -12.9793 5.4569
H -1.8067 -12.0326 3.9724
H 0.5104 -12.5225 4.8840
*
```

Summary:
⟨S²⟩ ... 0.773
Highest occupied orbital energy (alpha / beta) ... -0.0715 / -0.0736 Eh
Kohn-Sham gap (alpha / beta) ... 6.3 / 6.3 eV

***

Entry 3:
C4H11N2O | wB97M-V/def2-TZVPD

```
! RIJCOSX wB97M-V def2-TZVPD def2/J DEFGRID3
* xyz 1 1
C 1.5286 1.0649 -2.5518
C -1.5704 -0.2929 0.3033
C 0.9300 0.4008 0.9812
C -0.1168 -0.7662 0.8252
N 0.4773 -1.6507 -0.2288
N 0.2970 1.5530 1.0097
O 0.9804 0.4305 -1.6682
H 1.0392 1.6847 -3.2366
H -2.0207 0.1496 1.1063
H -2.1355 -1.1577 0.0334
H -1.4304 0.4077 -0.4943
H 2.6408 1.1555 -2.8170
H -0.2444 -1.2893 1.7799
H 1.4883 -1.4726 -0.1239
H 0.2720 -2.6665 -0.0440
H -0.6683 1.6559 0.9099
H 0.1319 -0.9856 -0.9713
H 0.8576 2.4425 1.1348
*
```

Summary:
Highest occupied orbital energy ... -0.4656 Eh
Kohn-Sham gap ... 9.2 eV

***

Entry 4:
C4H31N2O10S | wB97M-V/def2-TZVPD

```
! RIJCOSX wB97M-V def2-TZVPD def2/J DEFGRID3
* xyz -1 1
C 0.2041 1.0037 0.0998
N -1.0047 0.1166 0.1882
C -1.2557 -0.7744 -0.9563
C -0.7873 -2.1913 -0.7069
S 1.0608 -2.5607 -0.5129
C -2.7691 -0.8530 -1.3036
N -3.4191 -1.0941 0.0137
H 0.4292 1.1874 -0.9739
H -0.3221 1.9296 0.4533
H 1.1094 0.7461 0.7394
H -0.8111 -0.3557 1.0780
H -0.5170 -0.2365 -1.7111
H -1.2524 -2.9371 -1.4135
H -1.2275 -2.3752 0.2731
H -2.8506 -1.6831 -1.9812
H -3.1669 -0.0072 -1.8240
H -4.2889 -1.7067 -0.0708
H -3.6525 -0.2889 0.4266
H -2.2720 1.6341 1.6123
H -2.3277 0.5732 2.6023
O -2.8517 1.3568 2.3515
H -0.0973 -1.4635 -3.2329
H -1.1921 -0.5407 -3.6397
O -0.2838 -0.6305 -3.6551
H 3.3173 2.2603 -0.7119
H 3.8325 1.3104 0.4001
O 3.9971 2.1094 0.0986
H 1.0817 2.3547 -3.3388
H 1.1693 0.8994 -3.4566
O 1.5459 1.6941 -3.8327
H 4.1455 0.1391 -2.5227
H 3.7461 -0.9839 -1.6675
O 3.6095 -0.0507 -1.7830
H 3.2145 -1.3362 1.2887
H 2.3508 -1.4842 2.5938
O 3.2230 -1.1041 2.1689
H -0.7902 3.2784 -0.8030
H -1.0955 4.4966 -1.3828
O -0.4289 3.9107 -1.3596
H 2.4141 2.0213 2.8016
H 3.2330 0.6220 2.7820
O 2.5879 1.2644 3.1702
H 0.2308 -1.4810 4.2240
H 0.4139 -1.7516 2.5515
O -0.0704 -1.4067 3.2900
H -3.3413 -1.5650 2.0305
H -1.9480 -2.0826 2.7188
O -2.8925 -1.9635 2.8837
*
```

Summary:
Highest occupied orbital energy ... -0.1410 Eh
Kohn-Sham gap ... 6.4 eV

***

Entry 5:
C42H58CrN6OP2Se | wB97M-V/def2-TZVPD

```
! RIJCOSX wB97M-V def2-TZVPD def2/J DEFGRID3
* xyz -1 4
Cr 0.0111 -0.5739 0.9179
C -3.5624 0.4754 -2.2543
C -2.0717 0.4393 -1.9374
C -1.2346 0.5885 -3.2032
P -1.4612 -1.0407 -0.9164
C -0.7833 -2.3113 -2.1206
C -0.1523 -3.4323 -1.2790
C -1.7525 -2.9435 -3.1180
C -2.8334 -1.9292 -0.1441
C -3.9866 -2.3909 -0.7741
C -4.9774 -3.0558 -0.0741
C -4.8215 -3.2257 1.2999
C -3.7011 -2.7680 1.9575
C -2.6444 -2.1303 1.2572
N -1.5237 -1.6282 1.8402
C -1.3634 -1.6633 3.2256
C -1.3743 -2.8411 3.9753
C -1.2552 -2.8012 5.3537
C -1.1457 -1.5809 6.0055
C -1.0966 -0.4069 5.2651
C -1.1550 -0.4270 3.8757
P -0.9749 0.9762 2.6838
C -2.6088 1.8572 2.8309
C -3.0661 2.1377 4.2581
C -3.6650 1.0425 2.0808
C 0.3268 2.1616 3.3406
C 0.7222 2.1808 4.8155
C 0.0032 3.5818 2.8697
H -3.7948 1.4979 -2.5580
H -4.1621 0.2268 -1.3787
H -3.8233 -0.2061 -3.0680
H -1.4946 1.3302 -0.0791
H -1.4730 -0.1660 -3.9500
H -0.1694 0.5423 -2.9629
H -1.4379 1.5800 -3.6083
H 0.0118 -1.7925 -2.6646
H -0.9353 -4.0866 -0.8898
H 0.3992 -3.0450 -0.4170
H 0.5249 -4.0379 -1.8872
H -2.4924 -3.5433 -2.5893
H -1.1972 -3.6146 -3.7797
H -2.2756 -2.2190 -3.7376
H -4.1312 -2.2077 -1.8291
H -5.8655 -3.4115 -0.5800
H -5.6020 -3.7188 1.8686
H -3.6334 -2.8820 3.0296
H -1.4668 -3.7877 3.4570
H -1.2525 -3.7241 5.9218
H -1.0882 -1.5422 7.0863
H -1.0242 0.5271 5.8000
H -2.4599 2.8000 2.2957
H -3.2460 1.2027 4.7900
H -4.0041 2.6989 4.2381
H -2.3369 2.7239 4.8207
H -3.8663 0.1003 2.5972
H -3.3448 0.8092 1.0635
H -4.5990 1.6055 2.0200
H 1.2019 1.8084 2.7851
H -0.0904 2.5354 5.4522
H 1.5528 2.8834 4.9311
H 1.0558 1.2078 5.1697
H -0.8304 3.9972 3.4412
H -0.2677 3.6228 1.8105
H 0.8687 4.2306 3.0260
C 0.6155 3.3081 -6.6740
C 1.7837 2.5413 -6.1187
C 1.6594 1.1967 -5.7904
C 2.6875 0.4958 -5.1815
C 3.8898 1.1328 -4.9069
N 4.9791 0.4712 -4.2937
C 4.9978 -0.5999 -3.4300
O 5.9335 -1.3834 -3.4376
N 3.9895 -0.7399 -2.5048
C 3.0946 0.1828 -1.9224
C 3.2054 1.5666 -2.0319
C 2.2839 2.3354 -1.3419
C 1.3410 1.7367 -0.5329
N 1.2517 0.4075 -0.3902
C 2.1065 -0.3382 -1.1026
C 4.0519 2.4616 -5.2870
C 3.0082 3.1554 -5.8752
H -0.1391 2.6321 -7.0742
H 0.9240 3.9945 -7.4638
H 0.1419 3.8932 -5.8826
H 0.7320 0.6878 -6.0115
H 2.5579 -0.5490 -4.9264
H 5.8757 0.5980 -4.7351
H 4.0803 -1.6107 -2.0038
H 3.9844 2.0282 -2.6192
H 2.3048 3.4136 -1.4162
H 0.6177 2.3319 0.0147
H 2.0412 -1.4099 -0.9514
H 4.9993 2.9537 -5.0969
H 3.1459 4.1985 -6.1357
C 3.1439 -2.7060 1.7190
C 2.5762 -1.4581 2.4117
C 2.4341 -1.7440 3.9184
C 3.5760 -0.2926 2.2218
N 1.3106 -1.1600 1.8413
H 4.0971 -3.0002 2.1655
H 3.3050 -2.4990 0.6577
H 2.4346 -3.5308 1.8094
H 3.3854 -2.0641 4.3559
H 1.6796 -2.5159 4.0771
H 2.0969 -0.8411 4.4317
H 4.5863 -0.5765 2.5350
H 3.2595 0.5702 2.8122
H 3.5986 0.0026 1.1706
Se -1.2385 4.0618 -0.1690
C -1.7548 2.8405 -1.4474
N -1.7379 1.5847 -1.0442
*
```

Summary:
⟨S²⟩ ... 3.908
Highest occupied orbital energy (alpha / beta) ... -0.1089 / -0.1102 Eh
Kohn-Sham gap (alpha / beta) ... 5.2 / 5.3 eV

***

Entry 6:
C4H8F2N2O2 | wB97M-V/def2-TZVPD

```
! RIJCOSX wB97M-V def2-TZVPD def2/J DEFGRID3
* xyz 0 3
C -0.0735 1.1225 2.8033
C -0.2450 0.1612 -1.6444
C 1.0053 0.0776 -0.9211
C -0.1898 0.4582 -3.1407
N -1.2302 1.1717 2.4887
N 0.0891 1.8976 0.1496
O 0.9939 0.9645 3.1661
O 1.0675 1.2027 -0.0081
F 0.1984 -0.5922 -3.8270
F 1.4841 -2.1779 3.1600
H -0.7440 1.0562 -1.1661
H -0.9425 -0.6390 -1.3727
H 1.8870 0.2055 -1.6093
H 1.2071 -0.9429 -0.3439
H 0.4318 1.2604 -3.3458
H -1.2801 0.7516 -3.4890
H 1.0373 -2.5835 3.9414
H -1.9737 1.7052 2.2024
*
```

Summary:
⟨S²⟩ ... 2.007
Highest occupied orbital energy (alpha / beta) ... -0.2984 / -0.3911 Eh
Kohn-Sham gap (alpha / beta) ... 8.8 / 10.7 eV

***

Entry 7:
C34H24Cl2N4O6V | wB97M-V/def2-TZVPD

```
! RIJCOSX wB97M-V def2-TZVPD def2/J DEFGRID3
* xyz 1 3
V 1.0843 -0.6721 -1.4539
O -4.6950 3.2828 -4.0501
N -4.9569 2.0980 -3.9551
O -6.0301 1.6130 -4.2231
C -3.8746 1.1783 -3.4665
C -4.2342 -0.0982 -3.3463
C -3.2874 -1.0822 -2.9081
C -3.6087 -2.4423 -2.7814
C -2.6348 -3.3193 -2.3964
C -1.3549 -2.8214 -2.1159
N -1.0486 -1.5340 -2.1980
C -2.0026 -0.6869 -2.6099
C -1.6017 0.6894 -2.7688
N -0.2956 0.9393 -2.5012
C 0.1209 2.1804 -2.6801
C -0.7182 3.2234 -3.0681
C -2.0405 2.9729 -3.3041
C -2.5236 1.6525 -3.1856
H -5.2406 -0.3904 -3.6048
H -4.6153 -2.7788 -3.0078
H -2.8276 -4.3802 -2.3012
H -0.5627 -3.4908 -1.8187
H 1.1692 2.3718 -2.5078
H -0.3175 4.2255 -3.1697
H -2.7035 3.7677 -3.5919
Cl 7.4503 1.9694 1.0537
C 6.0969 1.1695 0.3188
C 6.2541 -0.1914 -0.0965
C 5.2480 -0.8892 -0.6788
Cl 5.4854 -2.5142 -1.1940
C 3.9803 -0.2858 -0.8762
O 3.0340 -0.9491 -1.4554
C 3.8423 1.0646 -0.4486
C 2.6348 1.6733 -0.6152
O 1.5726 1.0599 -1.0151
C 4.9312 1.7991 0.1318
H 7.2142 -0.6768 0.0491
H 2.5183 2.7356 -0.4216
H 4.8025 2.8378 0.4212
C -3.3318 1.0947 4.4673
C -2.5061 1.1176 3.1981
C -2.5130 2.2379 2.3755
C -1.7510 2.2825 1.2126
C -0.9665 1.1911 0.8730
C -0.9584 0.0570 1.6786
N -0.1707 -1.0862 1.3031
C 1.0861 -1.3658 1.8301
C 1.5880 -0.6106 2.8954
C 2.8182 -0.9074 3.4656
C 3.5908 -1.9682 3.0036
C 3.1131 -2.6999 1.9343
C 1.8907 -2.4017 1.3339
C 1.6075 -3.1240 0.0858
O 1.8962 -4.2293 -0.2128
O 0.9495 -2.3004 -0.8697
C -1.7268 0.0032 2.8445
C -1.7158 -1.2170 3.7317
H -3.7698 2.0725 4.6683
H -2.7312 0.8099 5.3354
H -4.1507 0.3714 4.4001
H -3.1233 3.0931 2.6564
H -1.7643 3.1668 0.5857
H -0.3535 1.2197 -0.0203
H -0.5431 -1.6882 0.5932
H 0.9988 0.2122 3.2785
H 3.1750 -0.2998 4.2923
H 4.5413 -2.2127 3.4648
H 3.6893 -3.5209 1.5190
H -1.2828 -2.0720 3.2193
H -2.7231 -1.4829 4.0580
H -1.1276 -1.0433 4.6401
*
```

Summary:
⟨S²⟩ ... 2.013
Highest occupied orbital energy (alpha / beta) ... -0.3957 / -0.3964 Eh
Kohn-Sham gap (alpha / beta) ... 6.8 / 6.7 eV

***

Entry 8:
C3H8N2O2 | wB97M-V/def2-TZVPD

```
! RIJCOSX wB97M-V def2-TZVPD def2/J DEFGRID3
* xyz 0 1
N 1.1589 -0.2873 0.9421
C 0.5535 -0.1814 1.9118
N -0.1232 -0.1399 3.0346
H 0.3320 0.2944 3.8220
H -1.1078 0.0672 2.9130
C -1.7777 0.4667 -0.3653
O -1.6948 0.5564 0.8297
H -1.8091 -0.5049 -0.8784
H -1.8570 1.3425 -1.0176
C 1.1080 -0.5123 -2.1257
O 0.5450 0.6407 -1.5409
H 2.1080 -0.2996 -2.5154
H 0.4653 -0.8094 -2.9571
H 1.1754 -1.3280 -1.4066
H 0.9234 0.6948 -0.6461
*
```

Summary:
SMILES string ... N#CN.C=O.CO
Highest occupied orbital energy ... -0.3645 Eh
Kohn-Sham gap ... 10.7 eV